No. 1
Density functional theory data (ωB97M-V/def2-TZVPD) for the molecule C5H7N3 at a distorted geometry.

```
15
C5H7N3 (ωB97M-V/def2-TZVPD)
C -1.92205 0.69124 0.03359
N -2.39995 -0.40446 -0.47770
N -1.49033 -1.50994 -0.11803
C -0.31604 -1.01034 0.33794
C 1.11024 -1.34550 -0.06216
N 1.80131 0.01209 -0.30247
C 0.69976 0.97171 -0.38659
C -0.45533 0.54211 0.57028
H -2.65269 1.58846 0.04798
H 1.53417 -1.81970 0.87090
H 1.13326 -1.88697 -1.02210
H 2.10601 0.22238 0.55143
H 0.96410 2.04074 -0.20721
H 0.26532 1.09734 -1.42232
H -0.37779 0.81082 1.58646
```

spin multiplicity	1
E_HOMO	-0.351	hartree
energy relative to the best compared isomer or geometry (same formula, charge and spin)	4.301	eV
gap between HOMO and LUMO	9.5898	eV
structure (SMILES)	C1=NN=C2CNC[C@@H]12

No. 2
Density functional theory data (ωB97M-V/def2-TZVPD) for a structure of composition C5H7N3 at a distorted geometry.

```
15
C5H7N3 (ωB97M-V/def2-TZVPD)
C -0.68761 -1.03066 -1.38919
C -0.43874 -0.29467 -0.20799
C -1.34175 -0.08780 0.97275
C -0.63264 0.68088 1.97899
C 0.65363 0.67931 0.01218
H -2.00121 -0.77812 -1.73049
H -0.61346 -2.61559 -1.12047
H 0.22570 -0.74828 -2.45172
H -2.50717 -0.11833 1.12030
H -0.70236 1.12960 3.12556
H 1.15134 1.30051 2.11247
H 2.02104 -0.64771 -1.83964
N 0.35063 1.33764 1.23732
N 2.00031 0.92953 -0.42164
N 2.52228 0.26368 -1.39842
```

spin multiplicity	1
E_HOMO	-0.312	hartree
energy relative to the best compared isomer or geometry (same formula, charge and spin)	9.628	eV
gap between HOMO and LUMO	8.0425	eV

No. 3
Density functional theory data (ωB97M-V/def2-TZVPD) for a cluster of 2 separate species, C5H7N3 in total at a distorted geometry.

```
15
C5H7N3 (ωB97M-V/def2-TZVPD)
C 2.91167 -0.15760 0.21080
C 1.57679 -0.00848 0.22012
N 0.93934 1.21156 0.18030
C 0.71356 -1.15663 0.41697
N 0.31489 -2.23706 0.47682
H 3.37825 -1.12472 0.22935
H 3.57353 0.69237 0.20694
H -0.03500 1.19947 -0.09495
H 1.50245 2.01294 -0.05417
C -3.09061 -0.04460 0.45472
C -2.26828 -0.00562 -0.55894
N -1.39523 0.11624 -1.39109
H -2.87103 -0.16643 1.49920
H -4.11448 0.24712 0.28268
H -1.13586 -0.57855 -2.07876
```

spin multiplicity	1
E_HOMO	-0.318	hartree
energy relative to the best compared isomer or geometry (same formula, charge and spin)	3.207	eV
gap between HOMO and LUMO	9.5664	eV
structure (SMILES)	C=C(N)C#N.C=C=N

No. 4
Density functional theory data (ωB97M-V/def2-TZVPD) for the molecule C5H7N3O at a distorted geometry.

```
16
C5H7N3O (ωB97M-V/def2-TZVPD)
C -1.45020 0.74654 -2.19840
C -0.93337 -0.59981 -2.25873
O -0.20221 -0.70012 -0.96004
C -0.09821 0.62940 -0.42845
N 0.42158 1.09400 0.70249
N 1.00097 0.54346 1.81367
C 0.46503 -0.68711 2.13134
C 1.78207 -0.58618 1.63438
N -0.97397 1.47258 -1.16092
H -1.87643 1.02653 -3.18603
H -0.86912 -1.43038 -2.90334
H -0.44267 -0.76435 1.41195
H 0.05373 -1.00087 3.13641
H 2.62530 -0.90353 2.31084
H 1.88206 -1.14908 0.71663
H -1.38457 2.30892 -0.76179
```

spin multiplicity	1
E_HOMO	-0.294	hartree
energy relative to the best compared isomer or geometry (same formula, charge and spin)	6.036	eV
gap between HOMO and LUMO	8.8214	eV
structure (SMILES)	c1co/c(=N\N2CC2)[nH]1

No. 5
Density functional theory data (ωB97M-V/def2-TZVPD) for a cluster of 3 separate species, C5H7N3O2S in total at a distorted geometry.

```
18
C5H7N3O2S (ωB97M-V/def2-TZVPD)
C 0.87170 -0.85438 -1.37085
C -0.44026 -0.63544 -1.37716
C -1.29748 -0.77358 -0.22757
N -2.54891 -0.44183 -0.23094
N -3.15388 -0.58818 0.93084
C -2.38610 -1.03588 1.85691
S -0.75537 -1.33777 1.34822
H 1.41307 -1.09475 -0.47029
H 1.45302 -0.75258 -2.27066
H -0.97345 -0.38466 -2.28485
H -2.71339 -1.20986 2.86172
O -0.20654 1.69770 0.47387
C -0.38678 1.85255 -0.64659
O -0.55210 2.11977 -1.74750
N 2.83009 0.64787 0.63264
H 3.03626 1.46524 0.06940
H 3.67691 0.40455 1.13413
H 2.13320 0.92124 1.31869
```

spin multiplicity	1
E_HOMO	-0.344	hartree
energy relative to the best compared isomer or geometry (same formula, charge and spin)	1.477	eV
gap between HOMO and LUMO	9.4138	eV
structure (SMILES)	C=Cc1nncs1.O=C=O.N

No. 6
Density functional theory data (ωB97M-V/def2-TZVPD) for a cluster of 2 separate species, C5H7N3O3S in total at a distorted geometry.

```
19
C5H7N3O3S (ωB97M-V/def2-TZVPD)
C -2.83438 1.20176 -0.46755
N -1.59655 1.50984 -0.38555
C -0.74597 0.93321 0.68158
N 0.56406 0.60152 0.23674
C 1.20041 -0.45258 0.74275
S 0.54935 -1.62410 1.93822
N 2.54397 -0.74564 0.36265
C 3.28306 0.07947 -0.39300
O 2.83612 1.04476 -0.96547
H -3.29485 1.73319 -1.31185
H -3.41959 0.58187 0.27669
H -0.74288 1.77658 1.34353
H -1.33411 0.09209 1.14430
H 1.18233 1.00160 -0.54306
H 2.72879 -1.73548 0.42564
H 4.27924 -0.22079 -0.54440
O -2.55925 -2.27130 -0.15202
C -1.76571 -1.89246 -0.86916
O -0.87402 -1.61355 -1.52003
```

spin multiplicity	1
E_HOMO	-0.310	hartree
energy relative to the best compared isomer or geometry (same formula, charge and spin)	0.085	eV
gap between HOMO and LUMO	8.7701	eV
structure (SMILES)	C=NCNC(=S)NC=O.O=C=O

No. 7
Density functional theory data (ωB97M-V/def2-TZVPD) for the molecule C5H7N3O3S at a distorted geometry.

```
19
C5H7N3O3S (ωB97M-V/def2-TZVPD)
C 1.69051 0.90166 0.29019
C 2.17314 -0.45444 0.55814
C 0.55293 1.43743 -0.12076
C 1.55711 -1.54587 0.19473
C -1.58129 0.85198 0.52227
N -0.68811 0.73051 -0.35599
N 1.02206 -2.56046 -0.10004
N -0.59588 0.08124 -1.55883
O -3.75470 0.47102 -1.04600
O -2.85646 -1.56133 0.01366
O -4.03412 0.03670 1.38192
S -3.10383 -0.11850 0.10378
H 2.43845 1.69828 0.32587
H 3.20951 -0.67781 0.87380
H 0.36328 2.43232 -0.39821
H 0.68659 -3.15662 0.60119
H -4.52605 -0.80441 1.34952
H -0.16923 0.63015 -2.29204
H -1.47915 -0.35696 -1.75399
```

spin multiplicity	1
E_HOMO	-0.320	hartree
energy relative to the best compared isomer or geometry (same formula, charge and spin)	5.488	eV
gap between HOMO and LUMO	9.1904	eV

No. 8
Density functional theory data (ωB97M-V/def2-TZVPD) for a cluster of 2 separate species, C5H7N4O in total at a distorted geometry.

```
17
C5H7N4O (ωB97M-V/def2-TZVPD)
C -0.85936 -2.96709 0.36321
C 1.44338 1.67435 1.31327
C 1.02625 1.66233 -0.02702
C -0.24386 0.40794 1.09951
C -0.86670 0.48912 -1.29151
N 0.26886 -3.30819 0.45220
N -0.01595 0.66081 -0.14665
N 0.63366 0.77960 1.95630
N -1.68865 -2.10900 0.30520
O 1.44670 2.32744 -1.08127
H 2.22481 2.39711 1.82175
H -1.32131 1.52583 -1.50143
H -0.26540 0.00893 -2.04531
H -1.50203 -0.34093 -1.03364
H 0.79195 -4.15972 0.24820
H -2.64546 -2.30799 0.42960
H 1.57309 3.25946 -0.86240
```

spin multiplicity	1
E_HOMO (alpha / beta)	-0.485 / -0.484	hartree
energy relative to the best compared isomer or geometry (same formula, charge and spin)	5.907	eV
total charge	+1
gap between HOMO and LUMO (alpha / beta)	5.7725 / 6.9969	eV

No. 9
Density functional theory data (ωB97M-V/def2-TZVPD) for the molecule C5H7N5 at a distorted geometry.

```
17
C5H7N5 (ωB97M-V/def2-TZVPD)
N -1.47166 -2.03254 -0.59208
C -0.98807 -0.75801 -0.59625
N -1.50555 0.14100 -1.34921
C -0.95142 1.50583 -1.35963
N 0.33273 1.66413 -0.70987
C 0.76106 0.80587 0.25104
N 1.70945 0.89149 1.10958
C 1.69036 -0.40985 1.78511
N 0.60330 -1.26513 1.23218
C 0.09703 -0.52952 0.33500
H -1.23169 -2.65028 0.19297
H -2.36822 -2.18073 -1.08330
H -1.70218 2.14296 -0.87947
H -0.91163 1.83655 -2.41312
H 0.70578 2.60669 -0.68060
H 2.64266 -0.94110 1.66216
H 1.53368 -0.29272 2.87560
```

spin multiplicity	1
E_HOMO	-0.326	hartree
energy relative to the best compared isomer or geometry (same formula, charge and spin)	0.000	eV
gap between HOMO and LUMO	9.1907	eV
structure (SMILES)	NC1=NCNC2=NCN=C12

No. 10
Density functional theory data (ωB97M-V/def2-TZVPD) for the ion C5H7N5O3P with charge +1 at a distorted geometry.

```
21
C5H7N5O3P (ωB97M-V/def2-TZVPD)
C 0.51086 -1.13314 2.53066
C -2.64468 -1.24439 -1.00904
C -1.02161 -0.99862 0.81002
C 1.10813 0.17717 0.68842
C -0.12794 -0.16462 0.21421
N -0.63605 -1.44756 2.05279
N 1.43500 -0.35545 1.91020
N -2.10156 -0.74285 -1.98750
N -2.19272 -1.42882 0.31026
N 1.83929 0.97754 -0.07237
O 1.92664 2.54649 -2.02410
O 0.64742 0.43464 -2.35889
O -0.36195 2.26271 -0.82968
P 0.83784 1.62838 -1.36687
H 0.76374 -1.52461 3.50721
H -3.65591 -1.66732 -1.11889
H 2.33295 -0.16331 2.34604
H 1.60832 3.41995 -2.26058
H -2.76192 -1.99153 0.93170
H -0.27366 0.11843 -2.43401
H 2.76782 1.29693 0.16043
```

spin multiplicity	1
E_HOMO (alpha / beta)	-0.495 / -0.500	hartree
energy relative to the best compared isomer or geometry (same formula, charge and spin)	1.761	eV
total charge	+1
gap between HOMO and LUMO (alpha / beta)	8.1728 / 8.8138	eV

No. 11
Density functional theory data (ωB97M-V/def2-TZVPD) for the molecule C5H7NO.

```
14
C5H7NO (ωB97M-V/def2-TZVPD)
H -0.08108 1.41084 1.51986
N -0.94725 1.94872 1.44695
C -1.34757 2.00185 0.25322
O -0.79358 1.48075 -0.87969
C 0.41227 0.80444 -0.76614
C 0.47613 -0.45755 -0.39867
C -0.22027 -1.67117 0.03220
C 1.29307 -1.65299 -0.16923
H -2.26562 2.51878 -0.02111
H 1.27640 1.39840 -1.05485
H -0.82605 -2.20562 -0.69612
H -0.59790 -1.71197 1.05188
H 1.92324 -1.69149 0.71632
H 1.69822 -2.17300 -1.03464
```

spin multiplicity	1
E_HOMO	-0.362	hartree
energy relative to the best compared isomer or geometry (same formula, charge and spin)	2.674	eV
gap between HOMO and LUMO	10.8435	eV
structure (SMILES)	[H]/N=C\OC=C1CC1

No. 12
Density functional theory data (ωB97M-V/def2-TZVPD) for the molecule C5H7NO at a distorted geometry.

```
14
C5H7NO (ωB97M-V/def2-TZVPD)
C 1.01528 -2.25894 -0.32513
C 1.36972 -1.05072 -0.61780
C 1.50772 0.24096 -0.48615
C 0.21183 0.76693 0.01096
O 0.05827 2.11673 -0.01053
N -0.71959 -0.03267 0.30944
C -1.99879 0.45972 0.73547
H 0.30903 -2.86782 -0.87937
H 2.07816 -2.45782 -0.09596
H 2.34781 0.83251 -0.82419
H 0.84705 2.52107 -0.39219
H -2.38252 1.25377 0.08344
H -1.93701 0.85173 1.75707
H -2.70696 -0.37545 0.73493
```

spin multiplicity	1
E_HOMO	-0.308	hartree
energy relative to the best compared isomer or geometry (same formula, charge and spin)	4.060	eV
gap between HOMO and LUMO	9.0970	eV
structure (SMILES)	C=C=C/C(O)=N/C

No. 13
Density functional theory data (ωB97M-V/def2-TZVPD) for the molecule C5H7NO at a distorted geometry.

```
14
C5H7NO (ωB97M-V/def2-TZVPD)
O 1.21517 2.14482 -0.97119
C 0.69414 1.26243 -0.34642
C 1.40753 -0.01018 0.16068
C 0.54055 -1.21602 -0.15282
C -0.78488 -1.11762 -0.23261
C -1.51294 0.18093 -0.01002
N -0.62023 1.33925 0.22643
H 1.58632 0.01904 1.25570
H 2.38867 -0.04177 -0.30212
H 1.03345 -2.17073 -0.32191
H -1.39440 -1.98391 -0.48286
H -2.14704 0.11151 0.88429
H -2.20062 0.37845 -0.84066
H -0.20572 1.10381 1.13352
```

spin multiplicity	1
E_HOMO	-0.351	hartree
energy relative to the best compared isomer or geometry (same formula, charge and spin)	1.391	eV
gap between HOMO and LUMO	10.2324	eV
structure (SMILES)	O=C1CC=CCN1

No. 14
Density functional theory data (ωB97M-V/def2-TZVPD) for the molecule C5H7NO at a distorted geometry.

```
14
C5H7NO (ωB97M-V/def2-TZVPD)
C 0.89982 -1.96449 0.37347
C 0.30382 -0.92648 -0.44380
N -0.09036 -0.42337 -1.48513
C -0.39881 0.54850 -0.34572
C 0.39417 1.82298 -0.33215
C -1.69236 0.43631 0.27679
O -2.31815 -0.61167 0.40219
H 0.18871 -2.26458 1.14800
H 1.82040 -1.60669 0.83887
H 1.11808 -2.82835 -0.25221
H 1.46577 1.62330 -0.28138
H 0.20259 2.41113 -1.22942
H 0.11835 2.41927 0.53846
H -2.01204 1.36415 0.79203
```

spin multiplicity	1
E_HOMO	-0.331	hartree
energy relative to the best compared isomer or geometry (same formula, charge and spin)	2.486	eV
gap between HOMO and LUMO	9.7152	eV
structure (SMILES)	CC1=N[C@@]1(C)C=O

No. 15
Density functional theory data (ωB97M-V/def2-TZVPD) for the molecule C5H7NO at a distorted geometry.

```
14
C5H7NO (ωB97M-V/def2-TZVPD)
H -2.74370 -0.20167 1.11636
N -2.67492 -0.11279 0.10550
C -1.58616 -0.61278 -0.29299
C -0.36386 -0.98712 0.47872
C 0.56288 -0.15902 -0.00604
C 1.92582 0.16610 0.50694
C -0.14647 0.62086 -1.11336
O -1.15538 -0.28584 -1.56359
H -0.33861 -1.60018 1.37596
H 2.08409 -0.27260 1.49589
H 2.04889 1.25194 0.58709
H 2.70944 -0.19944 -0.16727
H 0.45171 1.01466 -1.93795
H -0.77372 1.37789 -0.58524
```

spin multiplicity	1
E_HOMO	-0.354	hartree
energy relative to the best compared isomer or geometry (same formula, charge and spin)	2.001	eV
gap between HOMO and LUMO	10.4649	eV
structure (SMILES)	[H]/N=C1\C=C(C)CO1

No. 16
Density functional theory data (ωB97M-V/def2-TZVPD) for a cluster of 2 separate species, C5H7NO in total.

```
14
C5H7NO (ωB97M-V/def2-TZVPD)
C -1.90208 0.61476 -0.20099
C -0.50725 0.20379 0.13990
C -0.01068 -0.99932 0.44422
C 1.41790 -0.77148 0.86192
O 2.13663 -1.52425 1.45598
N 1.77328 0.60743 0.54077
C 0.66280 1.13942 0.19431
H -2.05058 1.68277 -0.00907
H -2.61937 0.05150 0.40361
H -2.12876 0.42819 -1.25754
H -0.49708 -1.96626 0.46317
H 0.59794 2.19315 -0.07832
H 1.84413 -0.58494 -1.45219
H 1.28311 -1.07478 -1.50575
```

spin multiplicity	1
E_HOMO	-0.372	hartree
energy relative to the best compared isomer or geometry (same formula, charge and spin)	2.296	eV
gap between HOMO and LUMO	9.2157	eV
structure (SMILES)	CC1=CC(=O)N=C1.[H][H]